#a
Formula: C4H12N2O2
Source: OMol25
Level of theory: the ωB97M-V functional and the def2-TZVPD basis

```
20
Properties=species:S:1:pos:R:3:mulliken_charge:R:1
O 0.984 1.432 2.110 -0.683
O 0.930 0.851 -1.777 -0.491
N -0.442 -1.023 -1.623 -0.249
N -1.057 0.229 1.955 -0.640
C -0.212 -0.963 -0.114 0.359
C -0.905 0.219 0.514 -0.573
C 1.237 -0.862 0.237 -1.693
C -0.005 0.180 -2.442 -0.284
H -1.376 -1.376 -1.825 0.273
H -1.941 0.251 -0.014 0.308
H -0.008 0.856 2.155 0.449
H -1.003 0.879 -2.371 0.241
H 1.360 -0.899 1.340 0.415
H -0.214 1.027 0.320 0.427
H -1.804 0.862 2.206 0.264
H 1.506 1.682 2.820 0.211
H -0.614 -1.978 0.209 0.437
H 0.136 -0.002 -3.492 0.374
H 1.584 0.146 0.076 0.393
H 1.844 -1.510 -0.284 0.463
```

Values from the calculation:
Multiplicity   1
HOMO-LUMO gap   4.015 eV
LUMO   -3.99 eV


#b
Formula: C4H12N2O2
Source: OMol25
Level of theory: the ωB97M-V functional and the def2-TZVPD basis

```
20
Properties=species:S:1:pos:R:3:mulliken_charge:R:1
O 0.162 2.294 0.224 -0.660
O -2.384 -0.196 -0.626 -0.413
N 0.710 -0.387 -0.454 -0.124
N -1.443 0.852 -0.732 -0.380
C -0.779 0.696 1.750 -1.247
C 0.778 -1.709 0.160 -1.055
C -0.383 1.201 0.381 1.024
C 1.926 -0.043 -1.182 -0.966
H 1.013 -2.468 -0.591 0.380
H -0.185 -1.979 0.596 0.268
H 2.039 -0.702 -2.047 0.324
H 1.535 -1.740 0.950 0.337
H -3.174 0.225 -0.248 0.329
H -0.291 -0.259 -1.038 0.395
H -1.626 1.611 -1.384 0.215
H 0.132 0.461 2.307 0.258
H 2.815 -0.141 -0.551 0.298
H -1.301 1.495 2.280 0.353
H 1.850 0.992 -1.516 0.316
H -1.394 -0.203 1.721 0.348
```

Values from the calculation:
Multiplicity   1
HOMO-LUMO gap   9.537 eV
LUMO   0.74 eV


Verdict on stability: #b comes out on top.


#a
Formula: H2NO4P
Source: OMol25
Level of theory: the ωB97M-V functional and the def2-TZVPD basis

```
8
Properties=species:S:1:pos:R:3:mulliken_charge:R:1
P 0.298 -0.866 -0.002 0.920
O -0.764 -0.833 1.124 -0.874
O 1.792 -0.898 0.466 -0.870
O 0.045 -1.763 -1.223 -0.833
O -1.019 1.478 0.036 -0.498
N 0.056 0.792 -0.689 -0.451
H 0.868 1.406 -0.368 0.217
H -1.275 0.684 0.655 0.388
```

Values from the calculation:
Multiplicity   1
Charge   -2
HOMO-LUMO gap   6.789 eV
LUMO   7.56 eV


#b
Formula: H2NO4P
Source: OMol25
Level of theory: the ωB97M-V functional and the def2-TZVPD basis

```
8
Properties=species:S:1:pos:R:3:mulliken_charge:R:1
P -1.629 -0.283 0.131 0.865
O -1.030 -1.612 -0.192 -0.666
O -1.979 0.124 1.527 -0.649
O -2.312 0.504 -0.957 -0.653
O 1.921 -0.469 0.038 -0.537
N 1.790 0.925 -0.532 -0.622
H 1.101 -0.815 -0.182 0.334
H 2.137 1.627 0.166 -0.071
```

Values from the calculation:
Multiplicity   1
Charge   -2
HOMO-LUMO gap   4.756 eV
LUMO   7.07 eV


Verdict on stability: #a comes out on top.


#a
Formula: C21H33BeCl2N4O3
Source: OMol25
Level of theory: the ωB97M-V functional and the def2-TZVPD basis

```
64
Properties=species:S:1:pos:R:3:mulliken_charge:R:1
Cl -3.935 2.079 -3.740 -0.226
Cl 0.705 -1.560 -0.713 -0.487
O 2.509 1.014 1.856 -0.828
O -2.167 -1.237 -0.527 -0.601
O -0.740 0.377 0.993 -0.388
N -1.351 2.182 2.203 0.686
N -1.148 -2.084 1.824 0.401
N 4.298 0.424 0.561 0.162
N -0.824 -2.927 3.817 0.001
C 4.811 -0.219 -0.639 -0.847
C -6.159 -1.739 -3.047 -0.499
C -2.377 2.920 2.924 -1.307
C -4.949 -3.733 -2.366 -0.311
C 2.979 0.509 0.831 0.825
C -1.622 1.004 1.653 0.877
C -0.227 -2.357 2.750 0.390
C -6.081 -3.134 -2.941 -0.576
C -5.136 -0.947 -2.535 -0.423
C 0.025 2.233 -2.770 -0.997
C -2.184 -3.039 3.570 -0.846
C 5.270 0.992 1.478 -0.973
C -0.061 2.819 1.959 -0.668
C -2.303 1.626 -3.514 0.607
C -2.378 -2.505 2.328 -0.099
C -3.994 -1.540 -1.955 0.632
C -2.977 -0.719 -1.349 -0.255
C -3.903 -2.956 -1.882 -0.755
C -1.443 2.486 -2.925 -0.314
C -1.862 0.290 -4.067 -1.251
C 1.215 -2.096 2.677 -0.961
Be -0.916 -1.143 0.412 -1.299
H 0.502 1.960 -3.727 0.354
H 4.745 1.406 2.341 0.248
H 1.419 -1.016 2.740 0.034
H -1.319 -0.278 -3.299 0.221
H -3.017 0.372 -1.473 0.465
H -2.702 -0.319 -4.411 0.337
H -6.905 -3.750 -3.305 0.304
H 1.597 -2.454 1.711 0.218
H -3.018 -3.410 -1.431 0.262
H -3.191 2.234 3.180 0.282
H 5.977 0.216 1.798 0.321
H 5.342 0.507 -1.271 0.309
H -5.187 0.140 -2.569 0.256
H 0.273 1.431 -2.054 0.059
H -2.779 3.742 2.316 0.390
H 0.498 3.154 -2.400 0.323
H -1.163 0.450 -4.903 0.408
H -1.793 3.441 -2.550 0.434
H 3.967 -0.645 -1.193 0.226
H -0.025 3.240 0.943 0.243
H -7.024 -1.263 -3.516 0.359
H 0.022 3.634 2.682 0.315
H 1.713 -2.621 3.504 0.449
H 2.336 0.052 0.047 -0.227
H -2.643 0.608 1.806 0.094
H -1.943 3.341 3.836 0.380
H -4.889 -4.820 -2.291 0.337
H 5.848 1.779 0.975 0.321
H -0.325 -3.231 4.647 0.223
H -2.880 -3.468 4.267 0.435
H -3.286 -2.382 1.762 0.524
H 5.520 -1.015 -0.371 0.302
H 0.773 2.114 2.076 0.123
```

Values from the calculation:
Multiplicity   1
Charge   -1
HOMO-LUMO gap (spin up / spin down)   1.924 / 1.887 eV
LUMO (spin up / spin down)   2.13 / 2.15 eV


#b
Formula: C21H33BeCl2N4O3
Source: OMol25
Level of theory: the ωB97M-V functional and the def2-TZVPD basis

```
64
Properties=species:S:1:pos:R:3:mulliken_charge:R:1
Cl -0.988 1.948 0.833 -0.587
Cl 0.291 -0.248 -1.303 -0.512
O -0.327 -2.047 0.772 -0.407
O -1.333 -0.462 2.539 -0.416
O 2.869 0.985 -3.441 -0.452
N 0.711 -4.030 0.194 0.280
N 1.385 0.125 1.480 0.670
N 3.042 0.354 2.895 -0.104
N -2.877 0.133 4.119 0.392
C 2.600 2.704 -6.657 -0.462
C 1.905 -4.689 -0.325 -0.994
C 0.869 0.834 3.888 -0.980
C -2.542 0.743 -1.419 -1.145
C 3.152 4.949 -5.083 -0.423
C 2.932 5.090 -6.461 -0.330
C -2.235 0.300 2.948 -0.346
C 1.698 0.439 2.745 0.551
C 2.709 1.212 -4.627 -0.147
C -3.136 -0.941 0.356 -0.521
C 2.800 2.557 -5.277 0.598
C 2.585 -0.149 0.815 -0.664
C 3.090 3.686 -4.495 -0.323
C -0.360 -4.907 0.632 -0.904
C 3.615 0.005 1.697 -0.855
C 0.578 -2.693 0.202 0.424
C -2.341 -0.060 -0.230 0.572
C -2.517 -0.963 4.997 -1.049
C 2.659 3.964 -7.252 -0.490
C -3.975 0.984 4.543 -0.936
C -4.616 -1.134 0.058 -1.319
Be -0.152 0.049 0.603 0.666
H 1.356 -2.162 -0.378 -0.180
H -3.380 -1.627 5.144 0.382
H 2.361 -5.333 0.441 0.306
H -3.748 1.455 5.510 0.316
H -0.662 -5.563 -0.198 0.294
H 3.528 0.586 3.759 0.219
H 1.511 1.200 4.701 0.488
H -4.918 -0.498 -0.783 0.381
H -4.139 1.771 3.798 0.285
H -1.199 -4.292 0.966 0.199
H 0.292 -0.015 4.280 0.036
H -1.939 0.294 -2.223 0.081
H -0.002 -5.551 1.447 0.309
H -2.748 -1.643 1.101 -0.066
H -2.144 1.751 -1.233 0.209
H 3.259 3.558 -3.428 0.416
H 4.670 -0.091 1.557 0.440
H -5.240 -0.872 0.925 0.174
H 2.489 0.390 -5.351 0.272
H 2.636 -3.933 -0.630 0.284
H -1.690 -1.513 4.537 0.212
H -3.599 0.808 -1.712 0.601
H 2.493 4.075 -8.327 0.346
H 1.666 -5.320 -1.193 0.334
H -2.214 -0.568 5.979 0.337
H -4.901 0.399 4.653 0.302
H 0.180 1.636 3.602 0.159
H -2.534 1.188 2.358 0.277
H 3.372 5.821 -4.464 0.352
H -4.831 -2.181 -0.194 0.250
H 2.977 6.077 -6.917 0.347
H 2.394 1.814 -7.253 0.297
H 2.612 -0.397 -0.224 0.555
```

Values from the calculation:
Multiplicity   1
Charge   -1
HOMO-LUMO gap (spin up / spin down)   2.819 / 2.820 eV
LUMO (spin up / spin down)   2.30 / 2.30 eV


Verdict on stability: #a comes out on top.


#a
Formula: C3H4O2
Source: OMol25
Level of theory: the ωB97M-V functional and the def2-TZVPD basis

```
9
Properties=species:S:1:pos:R:3:mulliken_charge:R:1
O -0.780 -0.882 -0.209 -0.332
O 0.756 0.902 -0.500 -0.367
C 0.847 0.345 0.740 -0.055
C -0.533 0.202 -1.040 -0.045
C 0.017 -0.637 0.921 -0.231
H -0.564 -0.224 -2.138 0.194
H -0.214 -1.235 1.837 0.311
H -1.304 0.959 -0.910 0.217
H 1.775 0.571 1.298 0.307
```

Values from the calculation:
Multiplicity   1
HOMO-LUMO gap   9.378 eV
LUMO   1.04 eV


#b
Formula: C3H4O2
Source: OMol25
Level of theory: the ωB97M-V functional and the def2-TZVPD basis

```
9
Properties=species:S:1:pos:R:3:mulliken_charge:R:1
O -1.061 -0.390 -0.255 -0.391
O 1.606 -0.710 1.041 -0.318
C -1.975 -1.147 -0.015 -0.056
C 1.549 0.255 0.454 0.841
C 1.544 1.378 -0.150 -1.060
H 2.484 1.781 -0.512 0.248
H -1.900 -2.116 0.241 0.256
H 0.884 1.832 -0.846 0.310
H -3.131 -0.884 0.040 0.169
```

Values from the calculation:
Multiplicity   1
HOMO-LUMO gap   9.547 eV
LUMO   0.57 eV


Verdict on stability: #a comes out on top.